The following is a DFT calculation (ωB97M-V/def2-TZVPD) of a structure of composition C26H23BrMnN6O2S.

## Properties
⟨S²⟩ = 1.155
Kohn-Sham gap (spin up / spin down) = 6.761 / 6.425 eV
Largest force on an atom = 1.81 eV/Å
2S+1 = 2
Highest occupied orbital energy (spin up / spin down) = -7.24 / -6.93 eV

Geometry as XYZ:
```
60
Properties=species:S:1:pos:R:3:forces:R:3
Mn 0.1778 -0.2933 -0.6409 0.8 1.3 -0.9
Br -5.6157 -4.1762 -3.0884 0.0 0.0 0.0
C -4.3562 -2.9865 -2.3088 -0.2 -0.1 0.0
C -4.7651 -2.1194 -1.2834 0.0 0.0 0.0
C -3.8692 -1.2612 -0.7077 -0.1 0.0 0.0
C -2.5073 -1.2180 -1.1130 0.2 -0.1 -0.3
O -1.6957 -0.4175 -0.5284 -1.0 0.2 0.6
C -2.1223 -2.0895 -2.1799 0.0 -0.1 0.1
C -0.8079 -2.0763 -2.7462 -0.3 -0.3 -0.3
N 0.1714 -1.3770 -2.3058 0.7 0.2 0.3
C 1.3912 -1.2737 -3.0201 -0.1 -0.1 0.3
C 1.5878 -1.5583 -4.3390 0.0 0.0 -0.3
C 2.8690 -1.4154 -4.9211 -0.2 -0.1 -0.1
C 3.9322 -0.9869 -4.1875 0.1 0.0 0.1
C 3.7510 -0.6382 -2.8272 0.0 0.0 0.0
C 4.7813 -0.1436 -1.9964 0.1 0.0 -0.1
C 4.4994 0.1903 -0.7089 0.0 0.0 0.2
C 3.1744 0.0692 -0.2410 0.2 0.1 0.2
N 2.1948 -0.3639 -0.9827 0.0 -0.2 -0.3
C 2.4727 -0.7556 -2.2622 0.0 -0.1 0.0
C -3.0682 -2.9662 -2.7511 0.1 0.0 0.0
H -5.7964 -2.1279 -0.9535 0.0 0.0 0.0
H -4.1911 -0.5796 0.0703 0.1 0.0 0.0
H -0.6476 -2.7062 -3.6235 -0.1 0.0 0.0
H 0.7531 -1.8643 -4.9562 0.1 0.0 0.0
H 3.0008 -1.6405 -5.9720 -0.1 0.0 0.0
H 4.9123 -0.8864 -4.6381 0.0 0.0 0.0
H 5.7830 -0.0312 -2.3955 0.0 0.0 0.0
H 5.2653 0.5691 -0.0463 0.0 0.0 0.0
H 2.9126 0.3572 0.7695 0.1 0.0 0.0
H -2.7592 -3.6260 -3.5537 0.0 0.0 0.0
N 0.2522 -1.3666 1.2754 0.1 0.0 -0.2
C -0.5690 -1.1158 2.0497 -0.2 -0.1 0.4
N -1.4812 -0.7368 2.9167 0.1 0.0 -0.1
C -2.4231 0.3386 2.5677 0.0 -0.1 0.0
C -2.5969 1.2057 3.7937 0.0 0.0 0.1
O -3.0204 0.4273 4.9058 0.0 0.0 0.0
C -2.0680 -0.5638 5.2458 0.0 0.1 0.0
C -1.8386 -1.5259 4.0959 0.0 0.0 -0.1
H -3.3817 -0.1077 2.2911 0.0 0.0 0.0
H -2.0371 0.8949 1.7159 0.0 0.0 0.0
H -3.3631 1.9577 3.6212 0.0 0.0 0.0
H -1.6513 1.7098 4.0292 0.0 0.0 0.0
H -2.4596 -1.0975 6.1098 0.0 0.0 0.0
H -1.1154 -0.0926 5.5199 0.0 0.0 0.0
H -2.7490 -2.0964 3.8941 0.0 0.0 0.0
H -1.0307 -2.2168 4.3288 0.0 0.0 0.0
C 2.5024 5.2151 1.1067 0.0 0.0 0.0
C 1.7769 3.9147 0.9163 0.0 0.0 -0.1
C 1.5196 3.0593 1.9936 0.0 0.0 0.0
C 0.8860 1.8769 1.6892 -0.1 0.0 0.1
N 0.5007 1.5664 0.4568 0.1 -0.5 0.1
C 0.7532 2.4567 -0.5461 0.0 0.3 0.1
S 0.2292 1.9807 -2.0952 0.1 -0.5 0.2
N 1.4052 3.6224 -0.3195 -0.1 -0.1 -0.1
H 2.8698 5.3281 2.1257 0.0 0.0 0.0
H 1.8327 6.0449 0.8752 0.0 0.0 0.0
H 3.3370 5.2726 0.4083 0.0 0.0 0.0
H 1.8121 3.3015 3.0053 0.0 0.0 0.0
H 0.6800 1.1398 2.4617 0.0 0.0 0.0
```
Forces are in eV/Å.